A | # CH6N2O

An isolated molecule of CH6N2O (ωB97M-V/def2-TZVPD, the OMol25 dataset).

ORCA input file:
```
! RIJCOSX wB97M-V def2-TZVPD def2/J DEFGRID3
* xyz 0 1
C 0.01171 0.60101 -0.68078
N -0.13082 -1.10027 1.06465
N -0.46936 0.22260 0.63257
O 1.42630 0.53945 -0.55875
H -0.28746 -0.08349 -1.41397
H -0.09427 1.71544 -0.83831
H -0.74859 -1.65044 0.55932
H 0.82098 -1.31136 0.78733
H -1.44663 0.40205 0.86403
H 1.77662 0.81321 0.25383
*
```

LUMO energy = 1.037 eV
HOMO level = -8.74 eV


B | # CH6N2O

A cluster of 2 separate species, CH6N2O in total (ωB97M-V/def2-TZVPD, the OMol25 dataset).

ORCA input file:
```
! RIJCOSX wB97M-V def2-TZVPD def2/J DEFGRID3
* xyz 0 1
C 0.83524 0.40969 -0.19789
N -1.19648 -0.92615 -0.07290
N -0.37508 0.05975 0.50382
O 1.83604 -0.46830 0.02324
H 0.68741 0.67164 -1.28031
H 0.96858 1.39303 0.30875
H -2.12405 -0.95803 0.27676
H -1.31658 -0.80084 -1.03674
H -1.24615 1.23490 0.53602
H 1.93106 -0.61570 0.93925
*
```

LUMO energy = 0.549 eV
HOMO level = -8.63 eV


The least stable of the structures above is B, whereas A is the most stable.